Record 1
Here is a 2-piece molecular cluster, C4H4N2O overall in a non-equilibrium geometry from OMol25. Energies are from ωB97M-V/def2-TZVPD.

Output
Energy relative to the best compared isomer or geometry (same formula, charge and spin) (kJ/mol): 220.4
LUMO energy (eV): 0.601
SMILES string: [H]/N=C/C=C=O.C#N
HOMO level (eV): -9.18
HOMO-LUMO gap (eV): 9.79

Each line ends with the Löwdin charge.
Atoms and positions in Å:
H 2.30889 -0.39534 -0.47152  0.050
N 1.29000 -0.34806 -0.44094  0.050
C 0.89129 -0.58170 0.75027  -0.268
C -0.48031 -0.60065 1.23317  -0.088
C -1.63681 -0.36816 0.61530  -0.179
O -2.71806 -0.22890 0.22770  0.193
H 1.59595 -0.81098 1.55835  0.107
H -0.64092 -0.85429 2.27668  0.110
C -0.17991 1.39174 -1.93184  -0.091
N -1.18283 1.62507 -1.40943  0.070
H 0.75271 1.17129 -2.40774  0.046



Record 2
Here is a 2-piece molecular cluster, C4H6INO overall in a non-equilibrium geometry from OMol25. Energies are from ωB97M-V/def2-TZVPD.

Output
Energy relative to the best compared isomer or geometry (same formula, charge and spin) (kJ/mol): 220.4
LUMO energy (eV): 0.631
SMILES string: CC(=O)CI.C#N
HOMO level (eV): -9.24
HOMO-LUMO gap (eV): 9.87

Each line ends with the Löwdin charge.
Atoms and positions in Å:
C 0.55222 1.68452 0.45353  -0.011
C 1.01307 0.29767 0.86351  -0.553
O 1.39670 -0.07825 1.94162  0.037
C 0.91146 -0.58605 -0.35137  -0.655
I 1.37515 -2.61980 0.03857  0.799
H 0.61065 2.42383 1.20097  0.072
H -0.52160 1.64808 0.31714  0.071
H 1.03582 1.80252 -0.48286  0.076
H 1.65471 -0.45671 -1.19793  0.060
H 0.06248 -0.28118 -0.81838  -0.041
C -2.73017 -1.32726 -0.67579  0.028
N -1.93844 -0.53886 -0.35578  0.109
H -3.42205 -1.96849 -0.93324  0.009



Record 3
Here is C5H7BrN2S2 as an isolated structure in a non-equilibrium geometry from OMol25. Energies are from ωB97M-V/def2-TZVPD.

Output
Energy relative to the best compared isomer or geometry (same formula, charge and spin) (kJ/mol): 0.0
LUMO energy (eV): 0.741
HOMO level (eV): -8.90
HOMO-LUMO gap (eV): 9.64

Each line ends with the Löwdin charge.
Atoms and positions in Å:
C -2.96187 -0.23272 -0.00915  -1.281
C 0.07380 -0.28112 -1.12771  -0.705
C -1.19439 -2.11165 0.04560  -0.295
C -0.65793 -0.58585 0.14903  -0.332
C 0.75771 2.36100 0.02657  -0.428
N -1.82374 0.27170 0.08858  -0.044
N -0.12236 -0.95661 -2.13362  0.091
S -3.08781 -1.95485 -0.02217  0.865
S 1.21324 1.09666 -1.13742  0.883
Br -4.46896 0.71731 -0.11050  0.816
H -0.90047 -2.52824 -0.90416  0.040
H -1.03633 -2.67184 0.90720  0.033
H -0.08398 -0.24172 1.07752  0.158
H -0.25704 2.50454 0.37544  0.036
H 1.30233 3.20406 -0.40324  0.023
H 1.35958 2.11519 0.93596  0.034
H 0.20988 -0.72612 -3.11235  0.104



Record 4
Here is one molecule with the formula CH3NO2S2 in a non-equilibrium geometry from OMol25. Energies are from ωB97M-V/def2-TZVPD.

Output
Energy relative to the best compared isomer or geometry (same formula, charge and spin) (kJ/mol): 377.6
LUMO energy (spin up / spin down) (eV): -0.991 / -2.274
HOMO level (spin up / spin down) (eV): -9.66 / -8.56
HOMO-LUMO gap (spin up / spin down) (eV): 8.67 / 6.29

Each line ends with the Löwdin charge.
Atoms and positions in Å:
C -0.27391 -1.24740 0.05048  -0.606
N -0.42379 0.07130 -0.61197  -0.130
O 1.27005 2.26432 -0.21737  -0.555
O -0.88118 1.06167 0.30787  -0.519
S 0.78272 -1.44104 1.56755  0.605
S 0.00557 2.47690 0.51577  0.966
H -1.19270 -1.79285 -0.01659  0.062
H 0.17441 -1.89229 -0.71428  0.071
H 0.53883 0.49941 -0.88145  0.106



Record 5
Here is a 11-piece molecular cluster, H22O11 overall from OMol25. Energies are from ωB97M-V/def2-TZVPD.

Output
Energy relative to the best compared isomer or geometry (same formula, charge and spin) (kJ/mol): 252.9
LUMO energy (eV): 0.009
SMILES string: O.O.O.O.O.O.O.O.O.O.O
HOMO level (eV): -11.35
HOMO-LUMO gap (eV): 11.35

Each line ends with the Löwdin charge.
Atoms and positions in Å:
O -3.19720 -2.52132 4.04773  -0.055
H -2.91804 -2.65694 3.14224  0.026
H -4.02333 -2.99960 4.11836  0.030
O -4.56938 -3.32120 -0.76966  -0.054
H -5.12478 -3.72507 -1.43649  0.029
H -3.75950 -3.83098 -0.79097  0.022
O -1.66032 1.77275 -4.33565  -0.056
H -1.70867 1.03570 -3.72683  0.028
H -2.11993 2.48363 -3.88885  0.029
O 2.28508 5.87151 1.18535  -0.054
H 1.63624 5.56295 0.55287  0.026
H 1.91033 6.67795 1.53956  0.027
O -2.28155 2.11100 2.68320  -0.051
H -1.56476 1.79596 2.13257  0.023
H -2.52944 1.35241 3.21171  0.025
O 0.76585 0.15955 -0.10352  -0.056
H 1.66711 0.44814 -0.24731  0.031
H 0.69446 -0.65854 -0.59532  0.026
O 1.50616 -1.99253 -4.36891  -0.055
H 0.74757 -2.56449 -4.48576  0.027
H 1.40085 -1.31479 -5.03660  0.029
O 4.99904 0.34698 1.58361  -0.056
H 4.89554 0.56846 2.50907  0.029
H 5.72286 0.89736 1.28462  0.028
O -0.55217 -5.23850 -0.43671  -0.056
H -0.66664 -6.16755 -0.63671  0.028
H 0.35053 -5.16936 -0.12595  0.031
O 2.28664 4.29329 -3.33985  -0.052
H 1.93846 5.17210 -3.49048  0.028
H 1.54582 3.71008 -3.50504  0.023
O 1.09799 -0.79607 4.63952  -0.051
H 0.21312 -0.68477 4.98717  0.027
H 1.01199 -0.61819 3.70293  0.022



Record 6
Here is one molecule with the formula C5H12N2O2 in a non-equilibrium geometry from OMol25. Energies are from ωB97M-V/def2-TZVPD.

Output
Energy relative to the best compared isomer or geometry (same formula, charge and spin) (kJ/mol): 650.2
LUMO energy (eV): 0.861
SMILES string: C=CC(C)(C)N(O)ON
HOMO level (eV): -8.77
HOMO-LUMO gap (eV): 9.63

Each line ends with the Löwdin charge.
Atoms and positions in Å:
C 0.79547 -1.87749 0.87519  0.025
C 1.10648 -0.86477 0.05164  -0.114
C 0.40523 0.46610 -0.28153  -0.531
C 0.57129 0.71481 -1.79821  -0.041
C 1.13556 1.60973 0.45306  -0.033
N -1.04900 0.50665 0.02169  -0.056
O -1.30954 0.56444 1.44668  -0.043
O -1.54651 -0.79975 -0.53724  -0.211
N -2.70834 -1.29658 0.14825  0.057
H -0.17319 -1.98175 1.35459  0.052
H 1.48012 -2.70957 1.01388  0.057
H 2.10329 -0.93754 -0.39044  0.107
H 1.63207 0.77994 -2.07012  0.086
H 0.08926 1.65065 -2.10485  0.088
H 0.14765 -0.09652 -2.40014  0.085
H 1.05756 1.53563 1.54342  0.079
H 2.20780 1.59843 0.22408  0.092
H 0.74060 2.58756 0.15406  0.093
H -0.52022 0.17277 1.86194  0.081
H -2.71976 -0.62674 0.91842  0.052
H -3.44581 -0.99600 -0.48438  0.075